(1)
ORCA calculation (ωB97M-V/def2-TZVPD) on C18H29Cl2F5GeMoN3OS as an isolated structure.

The geometry in XYZ format:
```
61
Properties=species:S:1:pos:R:3:forces:R:3
Mo -3.497 0.693 -0.372 5.66 -3.50 -0.19
C 2.101 2.491 0.807 0.20 -0.22 0.02
C 3.143 1.717 -0.027 -2.67 -0.35 -1.40
N 2.667 0.433 -0.706 0.36 2.98 0.88
C 2.845 0.558 -2.186 1.60 -2.52 2.79
C 1.706 1.242 -2.770 1.90 2.85 -1.15
N 1.587 2.692 -2.426 0.48 -2.29 0.86
C 0.190 2.907 -2.087 0.97 2.00 -0.43
C -0.148 2.528 -0.659 2.34 0.36 1.77
N 0.886 3.169 0.311 -0.46 0.17 -1.70
H 2.686 3.238 1.406 -0.68 -0.35 -0.53
H 1.732 1.801 1.489 -0.32 -1.27 1.58
H 3.971 1.614 0.594 1.48 -0.87 1.39
H 3.488 2.358 -0.795 0.32 0.66 -1.01
H 2.884 -0.374 -0.122 0.25 0.06 -1.15
H 2.866 -0.476 -2.492 -0.07 -0.46 -0.74
H 3.850 0.949 -2.425 -0.43 0.29 -0.10
H 0.840 0.738 -2.607 -2.59 -1.51 0.78
H 1.820 1.372 -3.821 0.20 -1.24 -1.36
H 2.023 3.044 -3.267 -1.10 1.53 0.30
H -0.459 2.535 -2.853 -0.76 -0.61 -0.25
H 0.095 3.994 -2.128 -0.48 0.23 0.10
H -0.197 1.509 -0.341 0.34 -1.26 -0.59
H -1.136 2.881 -0.422 -0.49 0.80 0.18
H 1.324 3.840 -0.284 -0.20 1.17 -0.41
Cl 0.328 -0.343 8.534 0.22 0.11 -0.82
C 0.658 -0.762 6.824 -0.40 -0.40 0.42
C 1.147 -2.055 6.640 -0.04 0.34 -1.38
C 1.337 -2.537 5.330 -0.16 0.29 1.37
C 1.033 -1.697 4.271 -0.46 -0.62 -1.14
C 0.517 -0.417 4.442 0.59 -0.09 1.33
Cl 0.331 0.585 2.991 -0.28 -0.61 0.81
C 0.308 0.152 5.778 0.43 -0.02 -1.24
S -0.192 1.792 5.955 0.00 -0.57 0.32
H 1.393 -2.729 7.444 -0.15 0.26 0.41
H 1.670 -3.574 5.228 -0.06 0.45 -0.36
H 1.110 -2.151 3.268 0.08 0.67 0.37
C 0.667 -2.570 -0.694 -0.91 2.03 -0.39
Ge -1.250 -2.476 -1.028 0.39 -0.17 -0.31
C -1.291 -2.433 -2.975 -0.48 0.11 -1.26
C -1.725 -4.328 -0.333 0.18 -0.58 -0.94
C -2.188 -1.113 0.000 0.80 3.89 0.14
H 1.157 -1.609 -0.835 -0.05 0.13 0.08
H 1.111 -3.264 -1.342 0.60 -1.28 -0.66
H 0.674 -2.817 0.323 0.71 -0.65 1.57
H -0.579 -1.726 -3.489 -0.56 -0.73 0.80
H -2.253 -2.357 -3.509 0.12 0.36 0.53
H -1.022 -3.464 -3.186 0.60 -0.19 -0.29
H -0.747 -4.917 -0.478 -1.53 0.74 0.41
H -2.559 -4.903 -0.825 0.84 0.70 0.13
H -2.017 -4.293 0.720 0.42 0.06 0.00
H -1.510 -0.306 0.700 -1.29 -2.49 -1.27
H -2.757 -1.795 0.531 -1.04 -0.93 2.30
F -2.422 0.350 -2.777 1.36 0.04 0.50
C -3.642 0.832 -2.349 0.51 -1.48 -3.42
F -4.386 -0.385 -2.574 -0.73 1.55 -0.07
C -3.850 1.903 -3.434 0.34 -3.22 0.42
F -4.055 1.172 -4.555 -0.14 1.09 -0.49
F -4.837 2.669 -3.172 -2.07 1.61 -0.04
F -2.750 2.615 -3.551 0.40 0.64 -0.37
O -4.674 1.498 0.313 -4.10 2.28 2.89
```
Forces are in eV/Å.

As for the expectation value of S²: 2.0124. The total charge is -1. Its energy above the lowest of the compared OMol25 structures with the same formula, charge and spin is 56.6 kcal/mol. As for the LUMO energy (spin up / spin down): 1.5 / 0.6 eV. Its multiplicity is 3. For the HOMO energy (spin up / spin down), the calculation gives -3.294 / -3.294 eV.

=====

(2)
ORCA calculation (ωB97M-V/def2-TZVPD) on C3H7N2O2 as an isolated structure.

The geometry in XYZ format:
```
14
Properties=species:S:1:pos:R:3:forces:R:3
C 0.579 0.231 -0.227 0.25 0.18 1.33
N -0.161 0.026 -1.382 -1.65 0.39 -1.22
C -0.552 -1.322 -1.791 -0.11 -1.25 -1.24
O -1.660 -1.288 -2.445 1.99 -0.67 1.29
O 0.277 -2.306 -1.558 -2.39 2.93 -0.24
C -0.267 0.662 1.041 0.59 -4.44 -3.32
N 0.929 0.665 2.200 0.91 1.38 0.92
H 1.102 -0.679 -0.041 0.20 -0.88 0.48
H 1.402 0.940 -0.295 0.07 0.65 -0.29
H -0.956 0.695 -1.490 0.91 -1.16 -0.23
H -0.752 -0.292 1.418 -0.27 2.03 -0.61
H -0.987 1.326 0.550 -0.55 0.62 1.09
H 0.337 1.633 1.430 0.43 -1.68 2.58
H 0.709 -0.293 2.591 -0.39 1.90 -0.54
```
Forces are in eV/Å.

The total charge is -1. Its energy above the lowest of the compared OMol25 structures with the same formula, charge and spin is 140.9 kcal/mol. As for the LUMO energy: 3.3 eV. For the HOMO energy, the calculation gives -4.200 eV.

=====

(3)
ORCA calculation (ωB97M-V/def2-TZVPD) on a 2-piece molecular cluster, C4H9N2O overall.

The geometry in XYZ format:
```
16
Properties=species:S:1:pos:R:3:forces:R:3
C 2.057 0.229 0.073 4.07 -0.52 -0.30
C 4.608 -0.104 -0.094 -1.09 -1.29 -0.59
C -1.813 0.094 0.119 1.36 0.80 1.13
C -4.160 0.032 0.099 -1.53 -0.41 5.39
N 3.198 0.059 -0.029 -3.77 0.94 0.07
N -0.656 -0.233 -0.335 -1.12 -0.11 -1.11
O -2.972 -0.027 -0.491 4.39 -0.63 -2.66
H 0.959 0.262 0.084 -1.49 -0.22 -0.10
H 5.017 0.852 -0.129 0.84 1.75 -0.53
H 4.803 -0.443 0.909 0.93 -1.11 -0.05
H -1.713 0.608 1.106 -1.13 -0.44 -0.48
H -4.639 -0.933 0.103 -0.28 -0.41 -0.43
H -4.766 0.760 -0.359 -0.78 0.96 -0.26
H -3.960 0.192 1.254 -0.91 0.33 -2.02
H 4.791 -0.699 -1.030 0.40 0.26 1.44
H -0.753 -0.650 -1.279 0.13 0.10 0.50
```
Forces are in eV/Å.

The total charge is +1. Its energy above the lowest of the compared OMol25 structures with the same formula, charge and spin is 88.4 kcal/mol. As for the LUMO energy: -3.5 eV. For the HOMO energy, the calculation gives -13.895 eV.

=====

(4)
ORCA calculation (ωB97M-V/def2-TZVPD) on C14H24AlN4O5 as an isolated structure.

The geometry in XYZ format:
```
48
Properties=species:S:1:pos:R:3:forces:R:3
O -4.855 -1.171 0.364 -0.31 -0.37 0.05
H -5.586 -1.613 -0.098 0.31 0.28 0.16
Al 0.209 -0.251 -0.254 -0.31 0.83 -3.14
N 1.305 -0.537 -1.787 1.13 -0.50 2.63
N -0.998 0.030 -1.791 -0.31 -0.21 2.41
O 2.689 -0.876 -1.735 1.32 -0.42 0.27
O -2.348 0.449 -1.767 -1.49 0.69 0.37
C 0.844 -0.391 -3.059 -2.61 1.27 -0.13
C -0.495 0.017 -3.061 2.48 -1.10 0.27
C 1.659 -0.581 -4.247 0.81 -0.07 -1.34
C -1.239 0.320 -4.290 -0.65 0.23 -0.94
H 2.530 -1.249 -4.079 -0.60 0.48 -0.13
H 2.017 0.392 -4.638 0.16 -0.43 0.09
H 1.023 -1.006 -5.039 0.37 0.00 0.14
H -2.113 0.982 -4.116 0.61 -0.51 -0.13
H -1.577 -0.612 -4.786 -0.12 0.41 0.21
H -0.552 0.804 -5.003 -0.39 -0.04 0.20
H 3.023 -0.910 -0.808 -0.85 0.42 -1.10
H -2.835 0.216 -0.940 0.98 -0.27 -1.01
O 0.667 1.919 -0.380 -0.61 -0.80 -0.08
H 1.230 1.467 -1.058 -0.41 0.82 -0.20
H -0.251 1.952 -0.752 1.01 0.34 -0.39
C -3.735 -2.054 0.398 -0.06 1.04 -0.39
H -3.070 -1.624 1.154 -0.17 -0.49 0.26
H -3.209 -1.945 -0.553 0.16 -0.60 -0.15
H -3.996 -3.086 0.624 0.14 0.05 0.04
O 0.187 -2.139 -0.041 2.24 -0.93 0.93
H 0.757 -2.284 -0.868 -1.08 0.17 0.26
H 0.915 -2.184 0.661 -1.46 -0.49 -0.69
N -1.115 0.153 1.124 -0.30 -0.40 0.40
C -0.428 0.980 2.103 -0.35 -0.23 0.19
C -1.094 1.843 2.928 0.30 0.37 0.31
C -0.357 2.471 3.976 0.67 -0.05 -0.11
C 0.983 2.159 4.172 -0.41 0.00 -0.20
C 1.676 1.253 3.304 -0.91 0.31 0.03
C 2.982 0.776 3.543 -0.05 0.18 -0.32
C 3.495 -0.175 2.682 0.76 -0.39 -0.01
C 2.786 -0.641 1.560 -1.27 0.76 0.47
N 1.526 -0.177 1.301 0.29 0.17 0.68
C 0.959 0.729 2.201 0.52 -0.81 0.43
H -1.246 -0.800 1.482 0.08 0.18 0.39
H -2.083 0.439 0.953 0.47 0.41 -0.19
H -2.165 2.053 2.783 0.59 -0.21 0.18
H -0.854 3.193 4.631 0.20 -0.37 -0.25
H 1.553 2.581 5.002 -0.32 -0.04 -0.22
H 3.528 1.181 4.408 -0.11 -0.44 -0.53
H 4.485 -0.601 2.874 -0.38 0.18 -0.13
H 3.174 -1.453 0.923 -0.10 0.57 0.42
```
Forces are in eV/Å.

The total charge is +1. Its energy above the lowest of the compared OMol25 structures with the same formula, charge and spin is 68.0 kcal/mol. As for the LUMO energy (spin up / spin down): -4.3 / -4.8 eV. For the HOMO energy (spin up / spin down), the calculation gives -8.434 / -7.718 eV.

=====

(5)
ORCA calculation (ωB97M-V/def2-TZVPD) on one molecule with the formula C22H23NO5.

The geometry in XYZ format:
```
51
Properties=species:S:1:pos:R:3:forces:R:3
C -9.181 -1.568 0.243 0.43 0.14 -0.05
C -7.688 -1.541 -0.040 -0.21 -0.37 -0.06
O -7.229 -0.224 0.208 -0.02 0.21 0.06
C -5.925 0.073 0.028 0.34 0.15 -0.04
C -5.556 1.397 0.294 -0.17 -0.17 -0.01
C -4.253 1.798 0.137 0.10 -0.12 -0.03
C -3.261 0.902 -0.282 -0.55 0.04 0.06
C -3.638 -0.413 -0.550 0.21 0.36 0.04
C -4.948 -0.825 -0.400 -0.45 -0.21 0.02
H -5.201 -1.851 -0.622 -0.05 -0.07 -0.01
H -2.917 -1.136 -0.896 0.10 -0.06 0.00
C -1.886 1.425 -0.418 0.35 -0.23 -0.22
O -1.655 2.615 -0.361 -0.01 -0.03 0.05
C -0.758 0.415 -0.584 0.20 0.50 0.17
C 0.539 1.112 -0.999 -0.04 -0.24 -0.14
H 0.775 1.888 -0.269 0.02 0.03 -0.03
H 0.409 1.596 -1.968 0.02 0.06 0.00
C 1.683 0.102 -1.071 -0.03 0.33 -0.23
N 1.823 -0.578 0.193 -0.25 0.02 -0.04
C 2.930 -0.582 0.962 -0.10 0.04 0.02
O 3.009 -1.189 2.014 0.16 -0.02 0.21
C 4.071 0.274 0.487 0.40 -0.04 0.08
C 4.070 1.625 0.813 -0.04 -0.09 -0.03
C 5.157 2.425 0.508 -0.01 -0.02 0.00
C 6.271 1.880 -0.113 0.01 0.03 0.00
C 6.290 0.536 -0.430 -0.11 -0.20 0.00
C 5.193 -0.273 -0.140 -0.18 0.33 0.12
C 5.274 -1.705 -0.507 0.46 -0.51 -0.22
O 6.302 -2.294 -0.728 -0.02 0.10 0.03
O 4.076 -2.303 -0.607 -0.38 -0.07 -0.06
H 4.199 -3.247 -0.795 0.24 0.20 0.03
H 7.147 0.084 -0.905 0.07 -0.03 -0.03
H 7.122 2.502 -0.343 0.07 0.04 -0.03
H 5.138 3.474 0.763 0.00 0.08 0.03
H 3.211 2.046 1.316 -0.09 0.04 0.06
C 0.638 -1.286 0.619 -0.13 -0.03 0.47
C -0.532 -0.312 0.750 0.02 -0.29 -0.24
H -0.302 0.425 1.522 -0.01 0.02 0.06
H -1.430 -0.852 1.053 0.00 0.00 0.06
H 0.400 -2.065 -0.115 0.01 -0.01 0.02
H 0.865 -1.756 1.578 -0.06 -0.01 -0.18
H 1.467 -0.645 -1.847 0.08 0.03 -0.01
H 2.619 0.599 -1.326 -0.12 -0.10 -0.05
H -1.031 -0.314 -1.353 -0.04 -0.05 0.01
H -3.963 2.818 0.339 0.01 0.08 0.01
H -6.320 2.084 0.621 -0.09 0.09 0.04
H -7.164 -2.251 0.614 0.01 0.09 -0.11
H -7.495 -1.814 -1.086 0.05 0.03 0.13
H -9.694 -0.861 -0.402 -0.08 0.04 -0.06
H -9.368 -1.291 1.277 -0.05 0.00 0.10
H -9.573 -2.565 0.064 -0.06 -0.10 -0.01
```
Forces are in eV/Å.

The total charge is 0. Its SMILES is CCOc1ccc(C(=O)C2CCN(C(=O)c3ccccc3C(=O)O)CC2)cc1. Its energy above the lowest of the compared OMol25 structures with the same formula, charge and spin is 0.0 kcal/mol. As for the LUMO energy: 0.4 eV. For the HOMO energy, the calculation gives -8.887 eV.

=====

(6)
ORCA calculation (ωB97M-V/def2-TZVPD) on a 3-piece molecular cluster, C3H3NO2 overall.

The geometry in XYZ format:
```
9
Properties=species:S:1:pos:R:3:forces:R:3
C -1.598 0.050 0.162 -0.39 0.49 -0.12
O -0.838 0.743 -0.460 -1.10 0.06 0.46
C 1.248 0.792 -1.025 1.10 1.18 -1.46
O 1.317 1.747 -1.631 0.12 -0.58 0.45
C 1.391 -1.035 0.720 0.96 -0.93 1.00
N 2.493 -1.128 1.043 -0.79 0.11 -0.22
H 0.340 -1.111 0.557 0.31 0.11 -0.13
H -1.484 -0.110 1.249 -0.01 -0.10 -0.07
H -2.464 -0.382 -0.348 -0.20 -0.34 0.10
```
Forces are in eV/Å.

The total charge is 0. Its energy above the lowest of the compared OMol25 structures with the same formula, charge and spin is 77.8 kcal/mol. As for the LUMO energy: -0.3 eV. For the HOMO energy, the calculation gives -10.988 eV.

=====

(7)
ORCA calculation (ωB97M-V/def2-TZVPD) on a 2-piece molecular cluster, C2H10N2O overall.

The geometry in XYZ format:
```
15
Properties=species:S:1:pos:R:3:forces:R:3
C 0.506 1.247 0.384 0.81 -0.10 0.35
C 0.628 -0.188 0.945 -0.49 -0.57 -0.74
N 0.565 -1.328 0.018 -0.40 0.27 -0.48
N 1.129 1.439 -0.924 0.09 -0.48 -0.21
H -0.528 1.575 0.337 -0.23 -0.13 0.05
H 1.020 1.836 1.152 -0.24 0.37 -0.14
H 1.539 -0.315 1.522 0.12 0.19 0.15
H -0.236 -0.345 1.586 0.13 0.11 0.45
H 1.275 -1.318 -0.707 0.21 0.07 0.26
H -0.324 -1.295 -0.482 0.13 -0.08 0.21
H 1.849 2.145 -0.942 0.02 0.02 0.17
H 1.538 0.564 -1.241 -0.06 0.33 -0.05
H -3.106 -0.654 -0.848 -0.09 -0.25 0.24
H -2.767 -1.661 0.312 -0.29 0.02 -0.15
O -2.413 -0.982 -0.266 0.30 0.24 -0.09
```
Forces are in eV/Å.

The total charge is 0. Its SMILES is NCCN.O. Its energy above the lowest of the compared OMol25 structures with the same formula, charge and spin is 11.1 kcal/mol. As for the LUMO energy: 0.7 eV. For the HOMO energy, the calculation gives -8.810 eV.

=====

(8)
ORCA calculation (ωB97M-V/def2-TZVPD) on C16H18FeO6 as an isolated structure.

The geometry in XYZ format:
```
41
Properties=species:S:1:pos:R:3:forces:R:3
C -4.503 -0.121 -2.542 -0.70 -0.46 -0.15
C -3.368 0.741 -2.108 -0.14 -0.19 -0.32
O -2.227 -0.150 -2.156 0.03 0.53 0.51
C -1.123 0.438 -1.699 0.49 1.41 0.06
C 0.094 -0.485 -1.570 -0.80 1.06 -2.00
C -0.289 -1.922 -1.815 0.31 -0.92 -0.78
C 1.092 0.012 -2.682 -0.66 0.04 0.47
C 2.450 -0.603 -2.591 0.51 0.17 -0.42
O 0.755 0.799 -3.538 0.29 -0.61 0.45
O -1.079 1.625 -1.421 -0.40 -1.19 -0.33
H -5.433 0.432 -2.653 -0.02 0.18 0.00
H -4.275 -0.596 -3.494 -0.02 0.02 -0.09
H -4.685 -0.914 -1.817 0.02 -0.04 0.04
H -3.203 1.573 -2.793 0.10 0.00 0.14
H -3.513 1.125 -1.095 0.25 -0.02 -0.13
H -1.197 -2.143 -1.258 0.12 -0.26 -0.17
H -0.499 -2.115 -2.894 0.21 0.03 0.79
H 0.538 -2.566 -1.448 -0.56 0.13 -0.38
H 2.399 -1.656 -2.860 -0.04 -0.11 -0.09
H 3.135 -0.088 -3.267 -0.08 -0.11 0.03
H 2.836 -0.557 -1.579 0.04 0.02 0.13
O 3.617 0.067 2.598 -1.00 1.19 1.72
C 2.850 0.582 3.296 2.73 -2.13 -3.10
Fe 1.473 0.813 4.519 -2.67 1.56 -2.13
C 1.331 -0.931 4.730 0.34 -4.84 -0.25
O 1.450 -2.083 4.678 -0.55 2.32 0.24
C 2.427 1.173 5.948 3.18 0.83 5.82
O 3.072 1.131 6.925 -1.81 0.23 -3.08
C 0.600 -0.331 -0.188 1.08 0.59 2.66
C 1.219 1.049 0.142 0.47 -0.04 -0.36
C 1.307 1.396 1.596 1.56 1.37 -1.07
C 0.307 1.000 2.495 -1.37 -0.57 1.83
C -0.585 -0.059 2.033 -0.28 0.12 0.34
C -0.482 -0.655 0.815 -0.25 -0.34 0.57
H 1.402 -1.062 0.014 -0.11 -0.05 -0.37
H 2.198 1.139 -0.375 -0.33 0.01 0.46
H 0.594 1.832 -0.291 -0.02 -0.07 -0.18
H 1.957 2.257 1.811 -0.51 -0.24 -0.02
H -0.095 1.715 3.275 -0.02 -0.36 -0.92
H -1.396 -0.369 2.709 0.37 0.09 -0.34
H -1.150 -1.492 0.550 0.24 0.65 0.42
```
Forces are in eV/Å.

As for the expectation value of S²: 6.0839. The total charge is 0. As for the LUMO energy (spin up / spin down): -0.4 / -2.2 eV. Its multiplicity is 5. For the HOMO energy (spin up / spin down), the calculation gives -5.573 / -7.878 eV.